A structure of composition C42H41ClCrO2P2. Source: OMol25; level of theory: ωB97M-V/def2-TZVPD.

The geometry in XYZ format:
```
89
C42H41ClCrO2P2 ωB97M-V/def2-TZVPD
Cr -4.01 2.39 -0.88
Cl -11.43 6.40 -2.52
P 5.09 -1.04 -0.32
P 3.52 -3.98 -0.41
O -5.93 2.71 -1.39
O -4.98 4.45 -2.45
C -9.89 5.67 -2.38
C 0.01 -4.70 1.66
C 9.39 0.68 0.23
C -0.44 -4.88 -0.71
C 1.78 -4.31 0.06
C -2.33 2.77 1.64
C 4.19 -3.26 1.11
C 4.30 -5.68 -0.23
C 8.81 0.55 -1.04
C 4.56 1.67 0.42
C -3.64 0.83 0.63
C -4.18 4.18 0.54
C 6.35 -6.98 -0.14
C 3.57 -6.83 0.13
C -9.73 4.53 -1.58
C -8.79 6.20 -3.08
C 3.69 2.69 0.80
C 5.63 -8.11 0.27
C -7.54 5.61 -2.96
C 6.81 -0.40 -0.04
C 4.23 -8.03 0.39
C 7.54 0.00 -1.18
C -0.88 -4.97 0.62
C 2.30 2.50 0.79
C 0.88 -4.54 -0.99
C 7.40 -0.30 1.22
C 4.04 0.42 0.06
C -2.88 3.64 0.53
C -8.47 3.93 -1.48
C 4.83 -2.06 1.15
C -5.21 3.84 1.57
C 1.34 -4.34 1.39
C 1.79 1.26 0.38
C -5.99 3.85 -2.02
C 8.69 0.24 1.36
C -5.33 2.33 1.90
C 2.64 0.22 0.02
C -4.92 1.36 0.81
C -3.60 1.15 -2.44
C 5.69 -5.77 -0.40
C -2.43 1.25 1.42
C -7.37 4.46 -2.16
H -1.52 0.90 0.91
H -4.80 2.12 2.84
H -2.55 0.83 -2.52
H 6.27 -4.89 -0.69
H 6.14 -9.04 0.49
H -1.91 -5.25 0.84
H -1.26 3.02 1.74
H -3.90 1.70 -3.35
H -6.68 6.02 -3.48
H 10.39 1.11 0.34
H 7.09 -0.11 -2.18
H 5.63 1.83 0.44
H 2.24 -0.75 -0.27
H -8.33 3.04 -0.87
H 6.87 -0.62 2.12
H -6.19 4.20 1.22
H 3.66 -8.90 0.71
H -8.94 7.08 -3.71
H -2.42 0.76 2.41
H -2.78 3.03 2.61
H 0.70 1.12 0.34
H 4.10 3.65 1.12
H -5.78 0.81 0.39
H -3.55 -0.15 0.14
H -10.58 4.12 -1.05
H 7.44 -7.04 -0.26
H -0.32 -4.77 2.70
H 2.02 -4.12 2.21
H -5.02 4.38 2.51
H 1.63 3.30 1.10
H -6.40 2.14 2.08
H 4.14 -3.91 2.00
H -4.37 5.12 0.01
H 9.36 0.89 -1.93
H 1.23 -4.48 -2.03
H 2.48 -6.77 0.24
H -1.13 -5.09 -1.52
H -4.24 0.25 -2.35
H -2.12 4.21 -0.03
H 9.14 0.32 2.35
H 5.21 -1.66 2.10
```

Computed properties:
LUMO energy (spin up / spin down), eV: 0.16 / -0.59
Highest occupied orbital energy (spin up / spin down), eV: -7.808 / -7.854
Gap between HOMO and LUMO (spin up / spin down), eV: 8.0 / 7.3
⟨S²⟩: 6.06
Multiplicity: 5
Maximum force, eV/A: 2.4

Need the Mulliken charges? In units of e they are: 0.138, -0.214, -0.002, 0.001, -0.656, -0.769, 0.412, -0.637, -0.457, -0.537, 0.432, -0.856, -0.433, 0.352, -0.509, -0.472, -0.337, 0.023, -0.547, -0.295, -0.732, -0.608, -0.607, -0.441, -0.248, 0.305, -0.544, -0.335, -0.540, -0.511, -0.494, 0.077, 0.556, -0.659, -0.190, -0.645, -0.775, 0.026, -0.027, 0.705, -0.631, -0.893, -0.813, -0.295, -1.161, -0.394, -0.281, 0.126, -0.031, 0.335, 0.340, 0.385, 0.350, 0.396, 0.298, 0.335, 0.438, 0.365, 0.365, 0.284, 0.406, 0.402, 0.134, 0.437, 0.363, 0.393, 0.367, 0.339, 0.305, 0.364, 0.531, 0.632, 0.396, 0.361, 0.397, 0.319, 0.376, 0.364, 0.335, 0.744, 0.561, 0.371, 0.371, 0.279, 0.397, 0.262, 0.544, 0.376, 0.412

---

A structure of composition C42H41ClMgO2P2. Source: OMol25; level of theory: ωB97M-V/def2-TZVPD.

The geometry in XYZ format:
```
89
C42H41ClMgO2P2 ωB97M-V/def2-TZVPD
Cl -1.92 -0.18 8.79
P -1.44 -0.98 0.22
P 2.61 -0.04 0.52
Mg -0.06 1.57 0.05
O -1.30 -0.52 2.14
O -1.08 1.74 2.16
C -3.74 0.26 -0.44
C -1.12 -0.78 4.88
C -1.97 1.32 6.51
C 1.90 0.03 2.18
C -1.85 1.49 5.12
C -0.03 2.28 -3.78
C -4.01 2.68 -0.82
C -2.34 0.44 -0.44
C 0.11 -1.28 -0.57
C 0.24 -0.65 -4.24
C -2.02 -0.29 -3.14
C 4.13 -0.98 0.55
C 1.47 -1.03 -0.39
C -1.69 0.07 7.08
C -2.25 1.01 -3.42
C -1.89 1.73 -0.91
C 0.54 1.34 -2.73
C 2.55 2.79 0.65
C -4.53 1.37 -0.76
C -4.11 -4.70 0.42
C -1.18 -1.21 -3.96
C -3.52 -4.33 -0.80
C 2.88 1.63 -0.09
C 5.11 -3.20 0.83
C 3.52 4.20 -1.08
C 3.82 3.07 -1.84
C 6.53 -1.31 0.32
C 3.99 -2.37 0.78
C -2.63 -3.25 -0.83
C -3.79 -4.01 1.62
C -1.47 0.44 4.28
C -1.22 -0.98 6.27
C -1.34 0.65 2.75
C 2.87 4.06 0.16
C 5.41 -0.47 0.27
C -1.41 1.80 -4.39
C 6.39 -2.67 0.63
C -2.91 -2.93 1.57
C 0.85 0.07 -3.07
C -2.65 2.88 -0.74
C 3.51 1.80 -1.36
C -2.40 -2.48 0.33
H -4.81 -5.54 0.47
H 0.20 -0.04 -5.17
H -0.08 -1.88 -1.50
H -0.93 -1.91 6.75
H 2.99 -2.81 0.92
H -1.97 2.70 -4.68
H -2.15 3.85 -0.70
H 7.52 -0.92 0.09
H -2.60 -2.41 2.48
H -4.67 3.54 -0.86
H 4.30 3.18 -2.82
H -1.71 -1.39 -4.92
H -4.16 -0.71 -0.10
H 0.71 2.32 -4.61
H -1.11 1.84 -1.68
H 5.54 0.58 0.03
H 7.26 -3.32 0.66
H 0.89 1.82 -1.78
H -2.12 -3.03 -1.76
H 1.76 -0.40 -2.63
H -1.22 1.28 -5.36
H 1.16 0.85 2.30
H -1.07 -2.21 -3.49
H -1.99 2.48 4.71
H -2.25 2.13 7.17
H 0.91 -1.49 -4.48
H 2.05 -1.72 -1.01
H 3.79 5.19 -1.44
H 2.03 2.69 1.61
H 1.41 -0.94 2.37
H -3.18 1.51 -3.03
H 2.71 0.14 2.91
H -5.60 1.22 -0.82
H -4.23 -4.32 2.58
H -3.76 -4.90 -1.72
H -2.67 -0.83 -2.44
H 2.61 4.95 0.75
H 4.98 -4.27 1.02
H 3.75 0.93 -1.98
H -0.67 -1.56 4.28
H -0.15 3.31 -3.42
```

Computed properties:
LUMO energy (spin up / spin down), eV: -0.11 / -0.12
Highest occupied orbital energy (spin up / spin down), eV: -4.207 / -4.231
Gap between HOMO and LUMO (spin up / spin down), eV: 4.1 / 4.1
ΔE to the lowest compared entry with this formula, charge and spin, kJ/mol: 56.7
Maximum force, eV/A: 3.8

Need the Mulliken charges? In units of e they are: -0.209, 0.212, 2.050, 1.141, -0.202, -0.861, 0.034, -0.007, -0.789, -1.311, -0.182, -1.505, -0.869, -0.116, -0.365, -1.404, -0.342, 0.026, -1.158, 0.376, -0.512, 1.035, 0.314, 0.220, -0.975, -0.433, -0.713, -0.791, 0.031, -0.719, -0.691, -0.806, -0.726, -0.414, -0.098, -0.603, 0.287, -0.956, 0.142, -0.715, -0.161, -1.105, -0.412, -0.513, -0.038, -0.527, -0.451, -0.265, 0.339, 0.298, 0.400, 0.402, 0.338, 0.493, 0.490, 0.393, 0.320, 0.368, 0.411, 0.490, 0.314, 0.410, -1.024, 0.366, 0.377, 0.604, 0.208, 0.635, 0.311, 0.183, 0.048, 0.430, 0.412, 0.575, 1.063, 0.390, 0.425, 0.255, 0.608, 0.597, 0.389, 0.417, 0.394, 1.143, 0.428, 0.373, 0.380, 0.331, 0.290

---

A structure of composition C42H41FeNO3P2S. Source: OMol25; level of theory: ωB97M-V/def2-TZVPD.

The geometry in XYZ format:
```
91
C42H41FeNO3P2S ωB97M-V/def2-TZVPD
Fe 1.91 -0.59 -2.12
S -1.88 -2.74 2.23
P -2.09 1.80 -0.34
P 0.61 -0.93 1.39
O -2.69 -2.75 1.03
O -0.97 0.98 3.00
O -0.95 -3.81 2.53
N -0.90 -1.18 2.15
C -2.22 6.39 -0.54
C -1.95 1.75 -3.07
C -3.01 -0.21 -2.10
C 2.12 -0.77 -4.78
C 3.75 -0.57 -1.71
C -3.33 -0.64 -3.39
C 2.84 0.43 2.35
C 2.05 1.10 -2.96
C -1.63 5.72 0.53
C 2.41 -4.46 0.36
C -2.66 -2.10 3.67
C -3.50 -2.83 4.51
C 1.85 -0.54 2.63
C 3.39 -1.47 -4.17
C 1.01 -2.49 0.59
C 2.15 -3.23 0.97
C 3.36 -1.60 -2.68
C 3.83 0.69 3.31
C -1.33 -0.21 3.05
C 1.85 -1.22 3.86
C -0.44 1.33 0.26
C -2.80 5.66 -1.59
C 1.57 -4.93 -0.65
C -2.18 3.59 -0.49
C 4.43 0.71 -2.13
C 2.82 -0.93 4.82
C -2.36 1.03 -1.94
C 1.40 0.10 -3.80
C 3.50 1.55 -3.08
C 0.40 0.26 0.09
C 3.80 0.04 4.55
C 0.17 -2.96 -0.43
C -2.26 -0.81 4.01
C -2.83 4.26 -1.54
C -1.60 4.32 0.57
C -3.41 1.24 0.73
C -2.28 1.31 -4.35
C -2.74 -0.18 5.16
C -4.02 -2.19 5.64
C 0.46 -4.18 -1.06
C -3.65 -0.87 5.96
C -3.00 0.13 -4.51
H 5.40 0.52 -2.61
H 2.77 -2.87 1.79
H 2.80 -1.44 5.78
H -4.37 1.51 0.29
H 4.52 0.30 5.33
H -3.24 6.17 -2.44
H -0.07 2.09 0.96
H 3.42 -2.49 -4.59
H 4.63 1.29 -1.22
H -1.19 6.28 1.36
H -3.34 0.16 0.85
H -4.72 -2.73 6.28
H 3.85 1.47 -4.12
H -3.85 -1.59 -3.53
H 1.37 0.35 -0.53
H 1.78 -5.90 -1.12
H 2.83 0.99 1.41
H -1.16 3.80 1.41
H 3.26 -5.05 0.71
H -2.40 0.82 5.40
H 1.42 -1.53 -5.15
H -0.19 -4.54 -1.85
H -3.32 -0.80 -1.23
H -1.40 2.69 -2.96
H 3.57 2.61 -2.77
H -3.35 3.70 -2.31
H 3.22 -2.62 -2.29
H 0.32 0.15 -3.95
H -2.25 7.48 -0.56
H -3.30 -0.19 -5.51
H 2.42 -0.19 -5.67
H 1.08 -1.97 4.07
H 1.43 1.91 -2.54
H -3.72 -3.88 4.27
H -4.08 -0.40 6.84
H -0.71 -2.38 -0.73
H 4.29 -0.92 -4.49
H 4.61 1.42 3.09
H -1.98 1.91 -5.21
H -3.30 1.74 1.71
H 3.96 -0.86 -0.67
```

Computed properties:
LUMO energy (spin up / spin down), eV: -0.72 / -0.72
Highest occupied orbital energy (spin up / spin down), eV: -4.167 / -5.592
Gap between HOMO and LUMO (spin up / spin down), eV: 3.4 / 4.9
ΔE to the lowest compared entry with this formula, charge and spin, kJ/mol: 371.2
⟨S²⟩: 6.03
Multiplicity: 5
Maximum force, eV/A: 5.5

Need the Mulliken charges? In units of e they are: -0.083, 1.237, 2.315, 1.300, -0.607, -0.636, -0.612, 0.825, -0.503, -0.279, -0.545, -1.174, 0.123, -0.613, -0.757, -0.110, -0.648, -0.782, 0.602, -0.841, 0.064, -1.140, 0.291, -0.511, -0.210, -0.667, 0.462, -0.329, -1.208, -0.738, -0.704, 0.278, -1.292, -0.764, 0.378, 0.371, -1.039, 0.503, -0.559, 0.065, -0.048, -0.292, -0.775, -1.544, -0.926, -0.646, -0.631, -0.880, -0.587, -0.651, 0.400, 0.371, 0.408, 0.512, 0.384, 0.388, -0.020, 0.418, 0.317, 0.397, 0.308, 0.407, 0.203, 0.451, 0.029, 0.360, 0.433, 0.327, 0.396, 0.517, 0.348, 0.456, 0.176, 0.575, 0.415, 0.534, 0.450, 0.121, 0.363, 0.377, 0.416, 0.381, 0.562, 0.501, 0.420, 0.427, 0.202, 0.427, 0.420, 0.341, 0.605